A structure of composition CH6P2S in a non-equilibrium geometry, computed with ωB97M-V/def2-TZVPD.

CARTESIAN COORDINATES (ANGSTROEM)
S1 -2.26367 0.15938 1.97322
P1 -1.21708 0.34772 0.39012
P2 1.67508 -0.53685 -0.92068
C1 0.63347 0.05010 0.56834
H1 1.14056 -1.80220 -0.96950
H2 0.63096 -0.60262 1.35282
H3 0.86058 -0.24577 -1.99419
H4 -1.43986 -0.24627 -0.71046
H5 -1.11930 1.89109 -0.64832
H6 1.09926 0.98542 0.95866

Calculated values
gap between HOMO and LUMO = 9.301 eV
F_max = 0.111 hartree/bohr
total charge = 0
molecular weight = 112.07 g mol⁻¹
ΔE to the lowest compared entry with this formula, charge and spin = 36.3 kcal/mol
highest occupied orbital energy = -0.3362 Ha